# 1
16
Properties=species:S:1:pos:R:3:forces:R:3 method="wB97M-V/def2-TZVPD" max_force_ha_per_bohr=0.0953 e_tot_ha=-1389.78683 smiles=S[C@H]1C[C@@H]2SCS[C@@H]21 e_above_lowest_kj_mol=206.69 lumo_ha=0.022 molar_mass_g_mol=164.3 spin_multiplicity=1
S 3.086760 0.341149 -0.218932 -2.6 1.8 -1.6
C 1.239812 -0.122676 -0.258535 -0.8 0.8 0.3
C 0.685411 -1.484361 0.234620 3.4 -2.8 -2.2
C -0.568388 -0.866545 0.743306 -1.6 0.1 3.6
S -2.068949 -0.844812 -0.276797 -0.3 -0.3 0.2
C -2.101770 0.916819 -0.688673 -0.7 1.7 0.7
S -0.864916 1.797155 0.371132 -1.7 1.4 -0.7
C 0.138056 0.441839 0.701971 2.0 1.9 2.8
H 2.834632 1.550607 -1.070622 0.6 -2.3 1.7
H 0.806848 0.073918 -1.239018 0.6 0.0 -0.3
H 1.509250 -1.831658 0.978547 -2.1 -0.1 -0.8
H 0.553805 -2.204036 -0.674100 0.4 0.8 2.0
H -0.864519 -0.999127 1.875578 0.4 -0.6 -2.4
H -3.128644 1.527636 -0.627995 2.2 -1.8 0.0
H -1.688017 0.988544 -1.661805 -0.2 0.2 -1.1
H 0.430624 0.715542 1.811318 0.4 -0.8 -2.2

***

# 2
31
Properties=species:S:1:pos:R:3:forces:R:3 method="wB97M-V/def2-TZVPD" max_force_ha_per_bohr=0.0973 e_tot_ha=-1010.79105 e_above_lowest_kj_mol=219.73 lumo_ha="-0.106 / -0.296" molar_mass_g_mol=217.3 charge=+1 spin_multiplicity=3
C 1.345695 -2.068252 0.521469 3.0 0.0 1.4
C 0.304605 -3.054750 0.312309 -0.2 -1.5 1.5
C -0.708675 -2.301661 -0.494483 0.3 1.1 0.5
C -0.417048 0.081216 -1.576074 -1.0 0.6 0.4
C -1.496241 1.095644 -1.174035 3.8 0.2 -0.5
C -0.973185 0.058401 0.854551 2.1 -1.7 -2.0
C -0.275511 -0.836726 -0.334367 -0.7 1.0 -0.6
C -2.097488 2.245323 0.869075 2.6 2.7 -0.8
C 2.065919 1.855553 0.609709 1.4 2.2 -0.2
N -1.124936 1.358968 0.214614 -4.9 -0.9 0.2
N 1.092885 -0.903356 0.099141 -2.1 -0.3 1.5
O 2.816346 0.463133 -1.499446 1.0 1.1 -3.1
O 3.717182 -0.286132 0.686517 1.6 0.4 1.1
S 2.720339 0.368679 -0.095061 -1.2 -0.5 -0.1
H 2.328497 -2.194670 1.077941 -1.4 -0.2 -0.7
H 0.711907 -3.823252 -0.293933 0.3 -1.3 -0.3
H 0.041389 -3.497227 1.343238 -0.1 0.6 -1.6
H -0.802180 -2.639120 -1.492024 0.9 0.0 -1.4
H -1.693834 -2.416544 -0.233901 -2.5 -0.4 1.5
H -0.941865 -0.339843 -2.468935 1.9 -0.3 0.2
H 0.571508 0.641598 -1.591514 -1.3 -0.9 -1.3
H -1.477899 1.915168 -1.859047 0.4 1.3 0.1
H -2.480611 0.769310 -1.321573 -1.8 -1.0 0.8
H -1.950376 -0.429621 1.064439 0.4 0.9 0.4
H -0.209216 0.103572 1.636887 -0.8 0.0 0.4
H -2.974523 1.712176 0.991997 -1.7 -1.7 0.9
H -1.644058 2.627458 1.825019 -0.9 0.0 -1.0
H -2.438201 2.968130 0.074684 0.9 0.1 1.3
H 2.646481 2.726323 0.134149 -0.6 -1.1 1.1
H 0.983082 2.159713 0.479372 1.1 -1.1 -0.1
H 2.360017 1.640798 1.639295 -0.4 0.9 0.2